No. 1
Computed, not measured: a 9-piece molecular cluster, C6H29NO9 overall, with the ωB97M-V functional and the def2-TZVPD basis.

Properties
Electronic energy, hartree: -977.8715
Relative energy (zero: lowest compared OMol25 entry of this formula, charge and spin), kJ/mol: 342.03
Charge: 0

Geometry (Å):
1 C -2.0014 -1.7640 2.9516
2 N -0.6555 -1.6624 2.3709
3 C 0.1978 -0.9082 3.3544
4 C 1.3478 -0.2173 2.5605
5 C 0.6895 0.9804 1.8542
6 C 1.2772 1.4545 0.5263
7 C 0.5505 2.6694 0.0758
8 O -0.2791 2.8177 -0.7849
9 H -2.6961 -2.2190 2.2349
10 H -2.0802 -2.3911 3.8479
11 H -2.3953 -0.7608 3.1278
12 H -0.2335 -2.5821 2.2909
13 H 0.4695 -1.5677 4.1784
14 H -0.4068 -0.0789 3.7140
15 H 2.0661 0.0384 3.3343
16 H 1.5947 -0.9398 1.7810
17 H 0.7711 1.8017 2.5879
18 H -0.3900 0.8498 1.8006
19 H 2.3466 1.6161 0.6598
20 H 1.1269 0.6144 -0.1623
21 H 0.6912 3.5346 0.7708
22 O -1.8557 0.3368 0.1831
23 H -2.7908 0.1855 0.0274
24 H -1.4609 -0.2626 0.8296
25 O 1.4124 -3.6335 -0.5240
26 H 2.3629 -3.5984 -0.3745
27 H 1.2827 -2.8963 -1.1441
28 O -1.5667 0.7751 -2.9715
29 H -1.2504 1.4825 -2.3966
30 H -2.3341 0.2889 -2.6638
31 O 3.1328 1.0513 -3.6838
32 H 3.3337 0.6109 -4.5102
33 H 2.2075 0.8943 -3.4861
34 O 2.2764 3.1780 -1.9218
35 H 2.0296 3.8267 -2.5944
36 H 3.1472 2.9466 -2.2808
37 O 1.3522 -1.1657 -3.2907
38 H 0.9556 -0.7511 -4.0768
39 H 0.5830 -0.8956 -2.7482
40 O -4.3020 0.1705 -1.3501
41 H -4.4966 -0.6913 -0.9461
42 H -5.2054 0.5070 -1.2514
43 O -0.0100 -1.3273 -0.8507
44 H -0.5314 -0.5235 -0.9992
45 H -0.2631 -1.7943 -0.0500

Here are the Löwdin charges for atoms 1 to 2, given in e: -0.1389, -0.1303



No. 2
Computed, not measured: C6H11NO3S as an isolated structure, with the ωB97M-V functional and the def2-TZVPD basis.

Properties
Electronic energy, hartree: -913.5868
Relative energy (zero: lowest compared OMol25 entry of this formula, charge and spin), kJ/mol: 836.68
Charge: 0

Geometry (Å):
1 C 1.8060 0.9068 -0.7173
2 C 2.9908 0.0150 -0.5914
3 C 2.7432 -1.2673 -0.2087
4 C 0.0174 -0.4925 0.1432
5 C 0.1840 -0.4528 1.6422
6 C -2.9075 0.6716 -1.2578
7 N 0.5704 0.5389 -0.5157
8 O -0.4137 1.1837 -1.0994
9 O -2.5486 -0.4262 0.9067
10 O -1.9857 -1.6980 -1.2271
11 S -1.7562 -0.3033 -0.2959
12 H 1.8398 1.8375 -1.2768
13 H -2.5581 -2.4113 -1.0012
14 H 3.8754 0.5025 -0.3270
15 H 1.8178 -1.7993 -0.3518
16 H 3.6657 -1.8952 -0.0203
17 H -0.0586 0.5534 1.9809
18 H 1.1478 -0.9038 1.7240
19 H -0.5604 -1.1560 2.0733
20 H -2.3789 1.0193 -2.1682
21 H -3.8619 0.3621 -1.4308
22 H -2.7403 1.5351 -0.6016

Here are the Löwdin charges for atoms 1 to 2, given in e: -0.0442, -0.1060



No. 3
Computed, not measured: an isolated ion of composition C8H13ClN and charge +1, with the ωB97M-V functional and the def2-TZVPD basis.

Properties
Electronic energy, hartree: -827.1207
Relative energy (zero: lowest compared OMol25 entry of this formula, charge and spin), kJ/mol: 348.91
Charge: +1

Geometry (Å):
1 C -0.5760 1.6702 -0.3987
2 C -1.8854 0.7605 -0.2870
3 C 1.9376 1.1736 -0.9207
4 C 0.5078 1.0272 -1.1714
5 C -1.6824 -0.4083 0.4902
6 C 1.2957 -0.1705 -0.5605
7 C -1.4408 -1.6319 -0.0308
8 C 0.8702 -0.2262 0.7835
9 N 1.1591 -1.4427 1.5852
10 Cl -1.3324 -2.8453 1.2089
11 H -0.9444 2.5944 -0.7746
12 H -0.2154 1.9220 0.6902
13 H -2.5681 1.4228 0.2881
14 H -2.2815 0.6331 -1.4289
15 H 2.5938 1.1621 -1.7345
16 H 2.1362 1.8038 -0.0993
17 H 0.1189 0.9055 -2.2216
18 H -1.5863 -0.2113 1.4885
19 H 1.5252 -1.0371 -1.1040
20 H -1.2409 -1.8623 -1.0205
21 H 1.6486 -2.2144 1.1281
22 H 0.1698 -1.8365 1.7106
23 H 1.7909 -1.1889 2.3792

Here are the Löwdin charges for atoms 1 to 2, given in e: -0.1761, -0.1715



Number 1: Kohn-Sham gap 9.366 eV, largest force on an atom 2.2 eV/Å, HOMO level -9.29 eV. Number 2: Kohn-Sham gap 7.709 eV, largest force on an atom 6.0 eV/Å, HOMO level -7.56 eV. Number 3: Kohn-Sham gap 8.464 eV, largest force on an atom 4.7 eV/Å, HOMO level -12.72 eV.